1.
Here is a cluster of 4 separate species, C22H38BrClNO9PS2 in total from the OMol25 dataset. Energies are from ωB97M-V with the def2-TZVPD basis set.

Last column: Löwdin charge in e.
Positions of all 75 atoms, in Å:
Br1 3.8680 1.1603 2.8903  0.711
Cl1 4.6348 -2.4601 -0.4797  0.622
S1 0.2698 0.1089 -3.2006  0.614
S2 4.5630 2.8491 -0.2547  0.837
P1 2.6529 0.4809 -0.0774  0.857
O1 -3.6858 2.1760 -0.6769  0.053
O2 -5.9289 1.9938 -0.7128  0.169
O3 -4.4866 -2.9293 0.1770  0.152
O4 -2.6600 -2.6117 -1.0901  0.052
O5 -4.8531 3.2820 -2.2180  0.086
O6 -4.0490 -4.2825 -1.5756  0.094
O7 -1.4037 -1.0363 1.7453  0.060
O8 0.1065 -0.7080 3.3695  0.131
O9 -2.0937 -0.4224 3.7655  0.095
N1 2.6577 -0.3024 -1.8724  -0.106
C1 2.3657 1.2701 1.6363  -0.816
C2 -4.5095 -0.7565 3.5996  -0.013
C3 -2.7677 -5.5545 -3.2096  -0.022
C4 7.1388 1.8844 0.4458  -0.160
C5 1.7336 2.6643 1.6046  -0.339
C6 -3.5063 3.7879 -2.2978  -0.325
C7 -3.8047 -3.2485 -0.7408  -0.555
C8 -2.8396 -1.1961 1.7393  -0.088
C9 4.3739 1.0497 -0.3517  -0.625
C10 3.7362 -1.9295 0.9876  -0.771
C11 3.4347 -3.1691 1.8060  -0.130
C12 -3.1042 4.0528 -3.7270  -0.020
C13 1.6552 -0.1568 -2.4836  -0.953
C14 2.4367 -1.2351 0.5997  -0.296
C15 -1.0292 -0.7224 2.9982  -0.584
C16 -4.9269 2.4408 -1.1595  -0.567
C17 6.3220 3.1177 0.1037  -0.527
C18 -2.7311 2.6799 -1.6204  -0.096
C19 -3.1335 -4.1883 -2.6860  -0.320
C20 -1.9868 -3.4201 -2.0635  -0.087
C21 -3.2510 -0.3175 2.8970  -0.303
C22 0.1979 2.4902 1.6103  -0.084
H1 8.0968 2.1895 0.8540  0.077
H2 2.0410 3.2147 2.4838  0.084
H3 2.0256 -1.8136 -0.2215  0.076
H4 2.9123 -3.9185 1.2230  0.078
H5 -5.3202 -0.8805 2.8822  0.096
H6 1.7009 -1.2645 1.3968  0.077
H7 -0.0675 1.4412 1.5125  0.052
H8 -3.6071 -5.9985 -3.7433  0.086
H9 -3.3795 3.2117 -4.3634  0.093
H10 -0.2537 2.9150 2.4986  0.080
H11 -3.2560 -0.8727 0.7985  0.125
H12 -1.8416 3.0336 -1.1055  0.124
H13 -2.4525 1.8753 -2.3047  0.122
H14 -4.3456 -1.6974 4.1251  0.094
H15 -3.4611 4.7106 -1.7130  0.158
H16 5.0793 0.5021 0.2583  0.005
H17 -2.5167 -6.2244 -2.3871  0.093
H18 -1.9209 -5.4904 -3.8927  0.092
H19 6.8094 3.6653 -0.6969  0.065
H20 4.4089 -1.2894 1.5428  0.042
H21 1.6105 0.6470 2.1016  0.004
H22 2.9135 -2.9079 2.7222  0.087
H23 4.6193 0.7775 -1.3692  0.032
H24 -3.6175 4.9324 -4.1136  0.086
H25 -3.3343 0.7263 2.5825  0.158
H26 1.5731 1.2609 -0.5321  0.068
H27 -0.2272 2.9888 0.7410  0.055
H28 -3.6185 -3.5980 -3.4676  0.159
H29 -3.0696 -2.2449 1.8961  0.129
H30 -4.8131 -0.0190 4.3427  0.085
H31 4.3877 -3.5954 2.1105  0.074
H32 1.9832 3.2219 0.7095  0.055
H33 6.3539 3.7694 0.9720  0.063
H34 -1.4531 -2.7926 -2.7732  0.121
H35 7.3145 1.2335 -0.4061  0.078
H36 -2.0298 4.2214 -3.7994  0.092
H37 6.6336 1.2963 1.2063  0.043
H38 -1.2740 -4.0682 -1.5483  0.142

Computed properties:
Structure (SMILES) = CCSC[PH](C[C@@H](C)Cl)(N=C=S)[C@@H](Br)CC.C[C@@H]1COC(=O)O1.C[C@@H]1COC(=O)O1.C[C@@H]1COC(=O)O1
Gap between HOMO and LUMO = 9.0 eV
Electronic energy = -5764.96152 a.u.


2.
Here is a structure of composition C37H44N3OP3Pd from the OMol25 dataset. Energies are from ωB97M-V with the def2-TZVPD basis set.

Last column: Löwdin charge in e.
Positions of all 89 atoms, in Å:
Pd1 0.0683 0.3461 0.6945  0.450
P1 2.2619 -0.2655 -0.1106  0.989
P2 -0.7386 -1.7606 -0.1353  1.034
P3 -1.4588 1.9888 -0.0559  1.052
O1 -1.8251 -0.0868 2.8083  -0.046
N1 -0.5170 0.3205 2.9008  -0.064
N2 0.7055 -3.9860 0.1805  0.139
N3 3.1739 -2.8119 -0.0356  0.146
C1 -1.5247 3.5112 3.7770  -0.006
C2 1.7018 -6.1305 0.5260  0.010
C3 -2.6919 4.0452 1.3128  -0.051
C4 -3.7192 0.5043 0.0984  -0.146
C5 2.8457 -6.8768 0.6167  -0.034
C6 -0.6290 3.1480 -1.1633  -0.347
C7 -0.8452 3.1509 -2.5404  -0.091
C8 -1.8812 -2.8705 0.7411  -0.193
C9 -3.1437 1.5680 -0.6026  -0.357
C10 -0.1085 4.0029 -3.3440  -0.045
C11 -0.6129 -3.1675 -2.5744  -0.067
C12 3.0961 -4.1372 0.1560  -0.183
C13 -2.9520 4.8649 2.3930  -0.028
C14 3.2578 0.0896 -1.6014  -0.201
C15 -1.2409 2.6846 2.6886  -0.234
C16 2.0918 -2.0973 -0.1110  -0.405
C17 4.8809 -0.3256 1.0210  -0.079
C18 4.2464 -4.9367 0.2631  0.009
C19 4.1165 -6.2832 0.4818  -0.031
C20 1.1207 4.7800 -1.4253  -0.052
C21 2.9202 -0.6382 2.5463  -0.085
C22 -1.1553 -1.8684 -1.9854  -0.668
C23 0.8818 4.8032 -2.7922  -0.039
C24 0.8129 -2.7029 -0.0210  -0.418
C25 -5.7885 0.8268 -1.0609  -0.039
C26 3.3507 1.6150 1.5027  -0.100
C27 -0.5137 -0.6507 -2.6442  -0.096
C28 -5.0369 0.1466 -0.1149  -0.060
C29 -1.8287 2.9642 1.4485  -0.300
C30 -2.3749 4.5925 3.6245  -0.030
C31 -2.6718 -1.8049 -2.1472  -0.074
C32 -0.2603 1.5811 2.8466  -0.177
C33 3.4440 0.0946 1.3087  -0.705
C34 0.3685 3.9580 -0.6111  -0.087
C35 1.7986 -4.7473 0.2886  -0.184
C36 -5.2190 1.8748 -1.7679  -0.043
C37 -3.9077 2.2613 -1.5380  -0.075
H1 -2.4301 0.6586 2.9973  0.116
H2 -3.5857 5.7281 2.2667  0.123
H3 -2.5830 5.2399 4.4621  0.123
H4 0.5639 -0.6393 -2.4719  0.045
H5 -3.1536 -2.7175 -1.8045  0.092
H6 -1.5776 2.4889 -2.9807  0.099
H7 0.7437 1.8568 3.1665  0.129
H8 -3.0907 -0.9550 -1.6117  0.047
H9 1.8679 -0.4012 2.7448  0.042
H10 5.4853 -0.1439 1.9090  0.099
H11 -0.9402 0.2719 -2.2378  0.034
H12 3.6466 1.1057 -1.5306  0.054
H13 5.2119 -4.4655 0.1629  0.122
H14 -3.1160 -0.0432 0.8157  0.064
H15 -0.3015 4.0297 -4.4053  0.119
H16 5.3184 0.2533 0.2114  0.079
H17 0.7219 -6.5735 0.6198  0.122
H18 -2.9081 -1.6817 -3.2027  0.104
H19 0.4715 -3.1401 -2.6764  0.088
H20 -3.1241 4.2443 0.3444  0.115
H21 2.2994 1.9400 1.4937  0.030
H22 -5.8047 2.4027 -2.5050  0.119
H23 -0.6901 -0.6718 -3.7171  0.106
H24 0.5453 3.9478 0.4579  0.105
H25 -1.0416 -3.3103 -3.5647  0.103
H26 -5.4769 -0.6622 0.4481  0.119
H27 4.0838 -0.6210 -1.6535  0.062
H28 -2.9006 -2.5046 0.6359  0.045
H29 3.7961 1.8991 2.4542  0.099
H30 2.6560 0.0205 -2.5057  0.037
H31 -6.8161 0.5490 -1.2367  0.120
H32 4.9364 -1.3851 0.7794  0.066
H33 4.9956 -6.9081 0.5515  0.121
H34 -1.6051 -2.8869 1.7968  0.063
H35 1.4699 5.4446 -3.4293  0.119
H36 3.0169 -1.7172 2.4305  0.081
H37 -0.8867 -4.0277 -1.9647  0.081
H38 2.7813 -7.9400 0.7894  0.119
H39 -1.0792 3.3107 4.7415  0.130
H40 3.8797 2.1509 0.7139  0.084
H41 -1.7849 -3.8711 0.3182  0.062
H42 -3.4969 3.1064 -2.0702  0.104
H43 1.8976 5.3984 -1.0008  0.118
H44 3.5078 -0.3513 3.4152  0.098

Computed properties:
Total charge = +2
Gap between HOMO and LUMO (alpha / beta) = 5.8 / 5.7 eV
Electronic energy = -2827.23679 a.u.


3.
Here is a cluster of 12 separate species, H24O12 in total from the OMol25 dataset. Energies are from ωB97M-V with the def2-TZVPD basis set.

Last column: Löwdin charge in e.
Positions of all 36 atoms, in Å:
O1 -0.6820 3.5709 0.5629  -0.036
O2 -0.8470 -0.2624 4.9290  -0.042
O3 2.8755 2.8680 -1.5597  -0.037
O4 1.6736 3.3884 0.5105  -0.101
O5 0.0162 -0.6542 1.1565  -0.101
O6 0.5291 -2.5844 -2.6881  -0.027
O7 4.0529 1.8390 3.1870  -0.111
O8 -2.4461 -1.4198 2.8456  -0.028
O9 1.3078 0.1832 -2.8970  -0.068
O10 -2.2487 -0.5410 -4.1202  -0.031
O11 -0.5997 -4.2833 -0.5686  -0.032
O12 -4.0022 -1.7416 -1.1239  -0.080
H1 -1.1983 -4.5836 -1.2793  0.068
H2 -2.5709 -2.3105 3.1845  0.047
H3 3.5036 0.9972 2.9161  0.086
H4 1.2826 3.1431 -0.3197  -0.008
H5 -3.2191 -1.2046 -1.4485  0.043
H6 2.5530 2.9297 0.5920  0.058
H7 1.1737 -3.0407 -2.1441  0.038
H8 0.2601 -4.0631 -0.8138  -0.034
H9 2.3689 2.1410 -1.8675  -0.003
H10 -1.6594 -1.2403 3.2568  -0.071
H11 -4.3690 -2.1939 -1.8963  0.032
H12 -0.4298 0.1089 4.1984  -0.013
H13 4.5352 1.4755 3.9479  0.029
H14 2.2181 -0.0034 -2.6928  0.024
H15 1.1509 -0.4637 -3.6329  0.062
H16 -0.3811 -1.1281 0.3894  0.030
H17 3.7447 2.9203 -1.9831  0.071
H18 -3.0827 -0.0841 -3.8289  0.075
H19 -0.5948 3.1169 -0.2292  -0.015
H20 -0.5051 2.9626 1.2822  0.042
H21 -1.6216 -0.3790 -3.4858  -0.044
H22 -1.3582 0.5634 5.1739  0.094
H23 0.1723 -2.0368 -2.0163  -0.001
H24 0.9917 -0.5299 0.8249  0.085

Computed properties:
Relative energy (zero: lowest compared OMol25 entry of this formula, charge and spin) = 113.84 kcal/mol
Structure (SMILES) = O.O.O.O.O.O.O.O.O.O.O.O
Gap between HOMO and LUMO = 9.4 eV
Electronic energy = -917.14394 a.u.


4.
Here is the molecule CClF3O2 from the OMol25 dataset. Energies are from ωB97M-V with the def2-TZVPD basis set.

Last column: Löwdin charge in e.
Positions of all 7 atoms, in Å:
Cl1 2.3066 -0.0626 0.5489  0.662
F1 -1.9769 -0.0976 -0.4101  0.249
F2 -0.5415 0.5588 1.0031  0.181
F3 -0.4966 -1.4089 0.3112  0.217
O1 0.2303 0.2690 -0.9980  -0.044
O2 1.2324 0.9390 -0.4333  -0.475
C1 -0.7543 -0.1977 -0.0218  -0.789

Computed properties:
Relative energy (zero: lowest compared OMol25 entry of this formula, charge and spin) = 0.00 kcal/mol
Structure (SMILES) = FC(F)(F)OOCl
Gap between HOMO and LUMO = 10.1 eV
Electronic energy = -948.21615 a.u.


5.
Here is a structure of composition C6H7NO from the OMol25 dataset. Energies are from ωB97M-V with the def2-TZVPD basis set.

Last column: Löwdin charge in e.
Positions of all 15 atoms, in Å:
O1 3.2701 0.1559 -0.0977  -0.083
N1 -0.2524 -0.5358 -0.2984  -0.088
C1 0.9811 -1.0096 -0.0048  -0.064
C2 -0.3711 0.8725 -0.2958  -0.142
C3 1.8529 0.0166 -0.1964  -0.323
C4 -1.8184 0.7666 0.0109  -0.158
C5 1.0289 1.2568 -0.0055  0.070
C6 -1.6100 -0.7564 -0.0385  -0.202
H1 1.3447 -1.9119 -0.1848  0.074
H2 -2.5795 1.3986 -0.6957  0.145
H3 3.4449 -0.9382 0.5793  0.288
H4 -2.4589 -1.1878 -0.9302  0.178
H5 1.5373 2.1649 0.0949  0.064
H6 -2.2743 0.6965 1.1458  0.147
H7 -2.0954 -0.9886 0.9169  0.094

Computed properties:
Relative energy (zero: lowest compared OMol25 entry of this formula, charge and spin) = 153.23 kcal/mol
Gap between HOMO and LUMO = 8.6 eV
Electronic energy = -362.56930 a.u.


6.
Here is a structure of composition C6H9F4N3V from the OMol25 dataset. Energies are from ωB97M-V with the def2-TZVPD basis set.

Last column: Löwdin charge in e.
Positions of all 23 atoms, in Å:
V1 -13.1663 -20.3422 2.1914  0.995
F1 -14.6390 -19.1367 2.5050  -0.566
F2 -13.0069 -21.0981 4.1217  -0.558
F3 -11.5291 -21.1389 1.5372  -0.574
F4 -14.3496 -21.8971 2.0852  -0.559
N1 -12.3443 -18.3548 0.7282  0.135
N2 -13.7526 -20.5534 -0.3871  0.169
N3 -11.9107 -18.7926 3.5385  0.124
C1 -12.3354 -18.4904 6.0745  -0.051
C2 -12.5935 -17.3251 0.3051  -0.231
C3 -13.7902 -22.0491 -2.5003  -0.070
C4 -12.1202 -18.5848 4.6417  -0.245
C5 -12.8954 -15.9928 -0.2029  -0.062
C6 -13.7676 -21.2130 -1.3189  -0.220
H1 -12.2001 -15.2460 0.1650  0.076
H2 -12.9976 -16.0378 -1.2844  0.076
H3 -13.8828 -15.7356 0.1914  0.085
H4 -12.7246 -19.4901 6.3051  0.089
H5 -11.3994 -18.4153 6.6201  0.076
H6 -13.0717 -17.7191 6.2718  0.077
H7 -14.1135 -21.5245 -3.3973  0.073
H8 -14.3796 -22.9522 -2.3534  0.081
H9 -12.7823 -22.4061 -2.7288  0.082

Computed properties:
2S+1 = 3
Total charge = -1
Gap between HOMO and LUMO (alpha / beta) = 6.9 / 8.2 eV
Electronic energy = -1741.91043 a.u.